[1]
Below is 2 unconnected molecules or ions with the total composition C3H12N2OS at a distorted geometry, with properties calculated with ωB97M-V/def2-TZVPD.

Values from the calculation:
E_tot: -704.353262 Eh
HOMO energy: -0.3208 Ha
Energy above the lowest of the compared OMol25 structures with the same formula, charge and spin: 223.1 kJ/mol
Net charge: 0
F_max: 3.628 eV Å⁻¹

Atoms and positions in Å:
H  0.823  -0.798  -0.354
H  -0.198  0.190  -2.483
C  0.192  0.063  -0.180
H  -0.828  -0.054  0.323
S  1.050  0.128  2.430
H  -0.802  2.794  -1.906
H  0.718  -5.096  3.124
H  -1.491  1.834  -0.447
C  -1.203  1.742  -1.534
H  2.054  -4.744  2.455
C  1.012  0.878  0.747
O  1.035  -4.523  2.386
H  2.021  0.910  0.437
H  2.300  0.634  2.851
N  -0.020  0.667  -1.576
H  -2.305  1.538  -3.083
H  -2.684  0.422  -1.949
N  -2.483  1.408  -2.134
H  0.808  2.007  0.893

Charges in e, computed with Mulliken, in the same order as the atoms: atom 1 (H): 0.379, atom 2 (H): 0.246, atom 3 (C): -0.609, atom 4 (H): 0.353, atom 5 (S): -0.239, atom 6 (H): 0.262, atom 7 (H): 0.318, atom 8 (H): 0.305, atom 9 (C): -0.533, atom 10 (H): 0.327, atom 11 (C): -0.520, atom 12 (O): -0.645, atom 13 (H): 0.370, atom 14 (H): 0.134, atom 15 (N): -0.420, atom 16 (H): 0.247, atom 17 (H): 0.270, atom 18 (N): -0.559, atom 19 (H): 0.314


[2]
Below is 2 unconnected molecules or ions with the total composition C3H12N2S at a distorted geometry, with properties calculated with ωB97M-V/def2-TZVPD.

Values from the calculation:
E_tot: -629.112734 Eh
HOMO energy: -0.3141 Ha
Energy above the lowest of the compared OMol25 structures with the same formula, charge and spin: 175.3 kJ/mol
Net charge: 0
F_max: 5.100 eV Å⁻¹

Atoms and positions in Å:
H  -1.921  2.141  1.597
H  -1.741  -1.017  -1.513
H  1.394  0.310  1.264
C  -1.219  -1.846  -0.915
H  0.200  1.378  3.067
C  1.269  -1.266  -2.110
N  1.149  1.324  1.137
H  2.294  -1.650  -1.728
H  0.926  1.430  0.102
H  -1.890  -2.619  -1.060
C  0.123  1.796  1.988
H  0.287  2.928  2.179
H  1.077  -1.351  -3.193
H  -1.237  1.115  0.546
H  1.397  -0.374  -1.699
S  0.359  -2.446  -1.147
N  -1.229  1.459  1.484
H  -1.239  -1.314  0.003

Charges in e, computed with Mulliken, in the same order as the atoms: atom 1 (H): 0.182, atom 2 (H): 0.306, atom 3 (H): 0.271, atom 4 (C): -0.845, atom 5 (H): 0.251, atom 6 (C): -0.792, atom 7 (N): -0.589, atom 8 (H): 0.257, atom 9 (H): 0.219, atom 10 (H): 0.353, atom 11 (C): -0.205, atom 12 (H): 0.209, atom 13 (H): 0.280, atom 14 (H): 0.148, atom 15 (H): 0.290, atom 16 (S): -0.094, atom 17 (N): -0.475, atom 18 (H): 0.234


[3]
Below is 2 unconnected molecules or ions with the total composition C3H12N2S at a distorted geometry, with properties calculated with ωB97M-V/def2-TZVPD.

Values from the calculation:
E_tot: -629.162872 Eh
HOMO energy: -0.3333 Ha
Energy above the lowest of the compared OMol25 structures with the same formula, charge and spin: 43.7 kJ/mol
Net charge: 0
F_max: 1.679 eV Å⁻¹

Atoms and positions in Å:
H  3.697  0.315  -3.724
H  -3.435  2.277  6.152
H  -3.620  3.252  4.914
H  -2.557  0.502  4.664
C  4.246  -1.755  -4.451
N  -3.035  2.494  5.263
H  5.258  -1.579  -4.805
S  3.624  -2.838  -5.799
H  -4.443  -0.230  4.245
N  -4.471  0.774  4.237
H  4.207  -2.277  -3.505
H  -5.024  1.086  3.456
C  -3.129  1.384  4.366
H  2.800  -3.579  -5.061
H  2.880  -0.119  -5.208
H  -2.793  1.730  3.399
H  2.443  -0.911  -3.824
C  3.352  -0.528  -4.318

Charges in e, computed with Mulliken, in the same order as the atoms: atom 1 (H): 0.301, atom 2 (H): 0.250, atom 3 (H): 0.211, atom 4 (H): 0.334, atom 5 (C): -0.428, atom 6 (N): -0.603, atom 7 (H): 0.280, atom 8 (S): -0.215, atom 9 (H): 0.222, atom 10 (N): -0.567, atom 11 (H): 0.292, atom 12 (H): 0.190, atom 13 (C): -0.306, atom 14 (H): 0.109, atom 15 (H): 0.337, atom 16 (H): 0.270, atom 17 (H): 0.276, atom 18 (C): -0.951


[4]
Below is 2 unconnected molecules or ions with the total composition C3H12N2Si at a distorted geometry, with properties calculated with ωB97M-V/def2-TZVPD.

Values from the calculation:
E_tot: -520.308859 Eh
HOMO energy (alpha / beta): -0.1914 / -0.3301 Ha
Energy above the lowest of the compared OMol25 structures with the same formula, charge and spin: 0.0 kJ/mol
Expectation value of S²: 2.01
Spin multiplicity: 3
Net charge: 0
F_max: 3.746 eV Å⁻¹

Atoms and positions in Å:
H  3.391  -1.073  0.830
H  -1.041  -2.089  1.436
Si  -0.963  -1.182  0.244
H  1.112  1.879  0.972
H  2.197  -2.112  0.082
H  -3.697  1.245  0.185
H  0.862  1.319  -0.718
H  2.574  1.402  -0.130
N  -1.742  0.354  0.286
H  -0.932  -2.010  -0.965
N  1.463  -0.175  0.655
H  2.667  -0.984  -0.973
C  1.506  1.209  0.155
C  2.497  -1.088  0.121
H  -3.367  -0.145  -1.003
C  -2.943  0.847  -0.470
H  -1.100  1.057  0.469
H  -2.483  1.547  -1.175

Charges in e, computed with Mulliken, in the same order as the atoms: atom 1 (H): 0.299, atom 2 (H): -0.095, atom 3 (Si): 0.077, atom 4 (H): 0.266, atom 5 (H): 0.355, atom 6 (H): 0.249, atom 7 (H): 0.291, atom 8 (H): 0.410, atom 9 (N): -0.118, atom 10 (H): -0.105, atom 11 (N): -0.272, atom 12 (H): 0.349, atom 13 (C): -0.838, atom 14 (C): -0.884, atom 15 (H): 0.253, atom 16 (C): -0.656, atom 17 (H): 0.182, atom 18 (H): 0.235